# 1
{
  "formula": "C17H19NO",
  "method": "ωB97M-V/def2-TZVPD",
  "smiles": "Cc1c[nH]c2ccccc12.CCc1ccc(O)cc1",
  "largest_force_ev_per_a": 5.7,
  "lumo_ev": 0.81,
  "relative_energy_ev": 3.838,
  "homo_energy_ev": -7.719,
  "total_energy_ev": -21472.398,
  "symbols": ["C", "C", "C", "N", "C", "C", "C", "C", "C", "C", "H", "H", "H", "H", "H", "H", "H", "H", "H", "C", "C", "C", "C", "C", "C", "O", "C", "C", "H", "H", "H", "H", "H", "H", "H", "H", "H", "H"],
  "coordinates": [[-2.332, 2.552, -1.300], [-0.917, 2.227, -1.596], [0.130, 3.025, -1.328], [1.374, 2.341, -1.539], [1.070, 1.080, -2.092], [1.876, -0.014, -2.399], [1.216, -1.178, -2.735], [-0.261, -1.228, -2.733], [-1.076, -0.247, -2.219], [-0.376, 0.940, -2.040], [-2.456, 3.224, -0.376], [-2.955, 1.646, -0.871], [-2.767, 3.016, -2.156], [0.119, 3.975, -0.864], [2.213, 3.031, -1.784], [2.894, 0.075, -2.287], [1.714, -2.089, -2.902], [-0.676, -2.121, -3.243], [-2.112, -0.308, -1.996], [-1.549, 0.907, 3.216], [-0.711, 0.681, 1.846], [0.067, -0.588, 1.597], [-0.381, -1.644, 0.785], [0.340, -2.860, 0.719], [1.480, -2.949, 1.536], [2.442, -3.858, 1.395], [1.897, -1.939, 2.439], [1.230, -0.751, 2.416], [-0.999, 0.445, 4.035], [-2.387, 0.353, 3.348], [-1.867, 1.850, 3.084], [-1.501, 0.784, 1.075], [0.032, 1.520, 1.797], [-1.223, -1.602, 0.184], [-0.088, -3.703, 0.202], [2.261, -4.539, 0.675], [2.736, -2.213, 3.143], [1.543, 0.157, 2.968]],
  "forces_ev_per_angstrom": [[-1.30, -0.96, 3.07], [0.72, -0.96, 0.61], [1.38, -1.47, -0.28], [0.73, 2.63, -0.99], [-1.80, 0.40, 0.57], [-2.27, 0.01, 0.13], [-3.03, 1.37, 0.24], [1.59, -1.88, -0.70], [2.37, 0.34, -1.10], [0.63, 2.10, 1.04], [0.53, -0.42, -1.55], [1.15, 1.38, -1.52], [-0.90, 0.14, -0.42], [0.15, 0.85, 0.18], [-2.28, -2.72, 0.52], [2.27, -0.10, 0.08], [0.68, -0.84, -0.53], [0.12, 0.32, 0.96], [-0.77, -0.21, -0.31], [4.22, -3.37, -1.71], [-1.12, 0.45, 0.11], [-0.09, -0.60, 0.84], [2.28, -0.32, 1.68], [0.36, 1.25, 1.63], [-0.32, 1.27, -0.57], [0.63, -3.36, -1.39], [0.31, -0.82, 0.37], [-1.11, 0.92, -0.52], [0.69, 1.52, 0.54], [-2.95, -2.09, -0.76], [-0.52, 3.76, 0.94], [0.75, 0.26, -0.06], [-0.88, -0.44, -0.14], [-1.67, 0.52, -0.83], [0.37, -0.14, -0.42], [0.04, 1.44, 1.44], [-0.85, 0.65, -1.13], [-0.10, -0.89, -0.01]],
  "lowdin_charge": [-0.07, -0.27, -0.08, 0.05, -0.19, -0.03, -0.06, -0.09, -0.06, -0.13, 0.10, 0.10, 0.06, 0.10, 0.20, 0.08, 0.08, 0.10, 0.10, -0.05, -0.18, -0.23, -0.04, -0.01, -0.35, 0.03, -0.03, -0.05, 0.08, 0.02, 0.02, 0.09, 0.11, 0.07, 0.11, 0.15, 0.14, 0.12]
}

---

# 2
{
  "formula": "C8H9NOS",
  "method": "ωB97M-V/def2-TZVPD",
  "largest_force_ev_per_a": 3.8,
  "lumo_ev": [-0.41, -0.86],
  "relative_energy_ev": 6.995,
  "homo_energy_ev": [-8.730, -8.756],
  "total_energy_ev": -22808.251,
  "symbols": ["C", "C", "C", "C", "C", "C", "C", "C", "N", "O", "S", "H", "H", "H", "H", "H", "H", "H", "H", "H"],
  "coordinates": [[-0.454, 0.331, -2.443], [-0.155, 1.448, -3.171], [0.179, 0.385, -1.146], [0.695, 1.632, -0.974], [0.126, -0.779, -0.245], [0.481, 0.455, 1.903], [-0.468, -0.479, 1.115], [-0.528, -1.795, 1.896], [0.924, 1.420, 1.130], [1.713, 2.282, 1.474], [0.495, 2.719, -2.237], [-0.795, -0.582, -2.766], [-0.665, 1.758, -4.007], [-0.391, -1.701, -0.723], [1.173, -1.042, 0.006], [0.765, 0.351, 2.948], [-1.397, -0.006, 1.057], [0.460, -2.216, 2.124], [-1.074, -2.634, 1.327], [-1.084, -1.547, 2.733]],
  "forces_ev_per_angstrom": [[2.90, 1.62, 1.04], [-1.16, -0.29, 1.44], [-1.13, 0.68, -2.07], [-0.61, -2.28, 2.70], [0.45, -1.14, 0.19], [-1.28, 0.17, -3.56], [2.45, -1.43, 1.24], [-0.39, -1.33, -2.35], [1.58, 0.87, 1.46], [0.24, 0.56, 0.39], [0.52, 0.21, 0.21], [-1.26, -1.70, -1.15], [-0.61, 0.41, -2.33], [0.82, 1.67, 0.65], [-0.38, -0.38, -0.42], [0.07, 0.32, -0.30], [-1.77, 0.49, -0.19], [-0.17, 0.41, 0.13], [0.60, 1.38, 0.74], [-0.88, -0.22, 2.18]],
  "lowdin_charge": [-0.11, -0.42, -0.34, -0.30, -0.15, -0.02, -0.36, -0.08, -0.12, -0.03, 1.02, 0.08, 0.03, 0.15, 0.14, 0.14, 0.12, 0.09, 0.11, 0.05]
}

---

# 3
{
  "formula": "C49H57HfI2O2P2S2Sb",
  "method": "ωB97M-V/def2-TZVPD",
  "total_charge": 4,
  "largest_force_ev_per_a": 1.9,
  "lumo_ev": -12.00,
  "homo_energy_ev": -18.122,
  "total_energy_ev": -120089.276,
  "symbols": ["Hf", "O", "S", "C", "C", "C", "C", "C", "C", "P", "C", "C", "C", "C", "C", "C", "C", "C", "C", "C", "C", "C", "C", "C", "C", "C", "C", "C", "P", "C", "C", "C", "C", "C", "C", "C", "C", "C", "C", "C", "C", "H", "H", "H", "H", "H", "H", "H", "H", "H", "H", "H", "H", "H", "H", "H", "H", "H", "H", "H", "H", "H", "H", "H", "H", "H", "H", "H", "H", "I", "I", "C", "C", "C", "Sb", "C", "C", "C", "C", "C", "C", "H", "H", "H", "H", "H", "H", "H", "H", "H", "H", "H", "H", "H", "H", "H", "H", "H", "H", "H", "H", "H", "O", "S", "C", "C", "C", "C", "H", "H", "H", "H", "H", "H", "H", "H"],
  "coordinates": [[-0.200, 0.167, 0.262], [-2.330, -0.217, 0.044], [-2.791, 0.647, -1.193], [-4.000, 1.721, -0.517], [-5.378, 1.580, -0.482], [-6.123, 2.639, 0.010], [-5.491, 3.800, 0.441], [-4.105, 3.900, 0.459], [-3.338, 2.844, -0.011], [-1.478, 2.822, 0.155], [-1.515, 3.308, 1.922], [-1.942, 2.255, 2.741], [-2.365, 2.493, 4.036], [-2.315, 3.782, 4.551], [-1.865, 4.827, 3.758], [-1.486, 4.600, 2.441], [-1.028, 4.108, -1.054], [-0.555, 5.385, -0.773], [-0.352, 6.290, -1.807], [-0.598, 5.926, -3.121], [-1.042, 4.641, -3.411], [-1.255, 3.736, -2.387], [-3.412, -0.348, -2.518], [-4.606, -0.134, -3.190], [-4.761, -0.680, -4.457], [-3.715, -1.359, -5.065], [-2.518, -1.565, -4.387], [-2.359, -1.069, -3.102], [-0.909, -1.520, -2.067], [-1.241, -3.291, -1.788], [-0.269, -4.016, -1.094], [-0.436, -5.364, -0.838], [-1.597, -6.005, -1.253], [-2.586, -5.285, -1.907], [-2.421, -3.932, -2.169], [0.508, -1.320, -3.183], [1.218, -0.126, -3.050], [2.257, 0.184, -3.910], [2.604, -0.720, -4.908], [1.912, -1.917, -5.040], [0.863, -2.221, -4.183], [-5.863, 0.670, -0.806], [-7.202, 2.565, 0.046], [-6.084, 4.636, 0.790], [-3.638, 4.799, 0.837], [-2.019, 1.245, 2.335], [-2.756, 1.685, 4.643], [-2.641, 3.974, 5.565], [-1.847, 5.836, 4.149], [-1.200, 5.443, 1.830], [-0.342, 5.697, 0.237], [-0.005, 7.289, -1.577], [-0.444, 6.638, -3.920], [-1.229, 4.350, -4.436], [-1.610, 2.741, -2.624], [-5.401, 0.460, -2.767], [-5.698, -0.546, -4.980], [-3.828, -1.730, -6.075], [-1.714, -2.109, -4.863], [0.639, -3.512, -0.789], [0.332, -5.923, -0.318], [-1.732, -7.060, -1.057], [-3.497, -5.780, -2.216], [-3.217, -3.404, -2.670], [0.908, 0.606, -2.286], [2.783, 1.126, -3.818], [3.413, -0.485, -5.587], [2.187, -2.615, -5.820], [0.327, -3.158, -4.286], [2.165, 2.718, -0.327], [2.305, 4.807, 1.340], [4.372, -3.906, 0.059], [3.005, -3.639, -0.530], [3.019, -3.614, -2.041], [2.148, -1.748, 0.419], [1.041, -2.863, 2.023], [1.853, -3.288, 3.236], [-0.232, -2.114, 2.409], [3.976, -0.534, 0.877], [5.028, -1.186, 1.761], [4.522, -0.148, -0.491], [4.653, -4.924, -0.224], [4.393, -3.865, 1.148], [5.129, -3.241, -0.354], [2.289, -4.371, -0.153], [3.660, -2.823, -2.435], [2.028, -3.517, -2.475], [3.432, -4.567, -2.385], [0.757, -3.760, 1.469], [2.121, -2.449, 3.878], [2.762, -3.814, 2.944], [1.263, -3.982, 3.841], [-0.008, -1.241, 3.018], [-0.882, -2.764, 2.999], [-0.838, -1.822, 1.520], [3.551, 0.346, 1.362], [5.657, -1.864, 1.191], [4.615, -1.737, 2.607], [5.685, -0.410, 2.162], [4.907, -1.014, -1.032], [5.353, 0.552, -0.364], [3.772, 0.341, -1.117], [0.917, 0.665, 2.167], [1.755, 1.518, 3.185], [2.942, 0.355, 3.960], [2.528, 0.150, 5.415], [1.779, 1.415, 5.828], [0.778, 1.672, 4.710], [3.915, 0.841, 3.880], [2.950, -0.552, 3.360], [3.405, -0.024, 6.035], [1.873, -0.718, 5.517], [2.467, 2.257, 5.928], [1.263, 1.289, 6.778], [0.327, 2.661, 4.735], [0.000, 0.910, 4.676]],
  "forces_ev_per_angstrom": [[-0.80, 0.57, 0.78], [1.09, -0.44, 1.02], [-0.75, 0.18, -0.21], [0.50, 0.17, -0.19], [-0.11, -0.19, -0.02], [-0.02, -0.01, -0.01], [0.05, 0.05, 0.02], [0.04, -0.06, -0.02], [0.10, -0.38, -0.22], [-0.19, 0.93, 0.56], [0.14, -0.13, -0.17], [0.00, 0.11, -0.06], [-0.03, -0.10, 0.06], [-0.02, 0.01, 0.02], [0.01, 0.07, 0.00], [0.12, 0.03, -0.02], [0.11, -0.37, 0.00], [-0.08, 0.03, 0.09], [0.04, 0.04, 0.02], [0.02, -0.01, 0.00], [0.00, -0.05, -0.04], [0.03, 0.07, 0.12], [0.40, 0.07, 0.07], [-0.13, 0.13, 0.19], [0.02, -0.05, -0.12], [-0.06, 0.02, 0.01], [0.06, 0.03, 0.15], [-0.02, 0.05, 0.38], [0.89, -0.17, -0.80], [0.08, 0.21, 0.43], [-0.06, 0.12, -0.11], [0.05, -0.01, 0.03], [-0.01, 0.02, 0.00], [-0.03, -0.05, 0.02], [0.07, 0.07, 0.00], [-0.21, 0.04, 0.22], [-0.13, -0.10, -0.04], [0.01, 0.13, 0.09], [0.00, 0.00, 0.00], [-0.01, -0.05, -0.06], [-0.06, 0.07, -0.02], [-0.02, 0.04, 0.04], [0.00, -0.01, 0.00], [-0.02, -0.01, -0.01], [0.01, 0.02, 0.04], [-0.12, 0.00, 0.05], [0.05, -0.02, -0.01], [-0.03, 0.01, -0.01], [0.02, -0.01, 0.02], [-0.06, -0.04, 0.08], [-0.03, 0.00, -0.13], [0.01, 0.00, -0.01], [0.00, 0.01, 0.01], [0.00, 0.01, 0.00], [-0.03, -0.02, -0.07], [0.05, 0.00, -0.06], [0.01, 0.03, -0.01], [-0.02, -0.02, 0.01], [-0.01, -0.04, -0.03], [-0.16, -0.13, -0.09], [0.01, -0.01, -0.01], [-0.01, 0.00, -0.01], [0.00, 0.01, -0.01], [-0.04, 0.06, -0.04], [0.06, 0.01, -0.08], [0.03, -0.02, -0.03], [0.00, -0.01, 0.00], [0.01, 0.01, 0.00], [0.03, -0.03, -0.01], [0.04, -0.14, -0.14], [0.06, -0.22, -0.08], [0.01, -0.13, 0.06], [-0.28, 0.70, 0.08], [0.05, -0.17, -0.05], [0.62, -0.62, 0.26], [0.32, 0.46, -0.28], [-0.07, -0.05, -0.04], [0.40, -0.13, 0.26], [-0.56, -0.40, -0.08], [0.02, 0.05, 0.08], [0.03, 0.04, 0.04], [0.02, 0.01, -0.01], [0.04, 0.02, -0.02], [0.00, -0.01, 0.04], [0.02, 0.05, 0.03], [-0.02, 0.03, 0.01], [0.08, 0.00, 0.05], [0.02, 0.02, -0.04], [0.05, 0.08, -0.12], [0.03, 0.01, -0.01], [0.03, 0.02, 0.06], [0.02, 0.02, 0.03], [-0.09, 0.00, -0.01], [-0.21, 0.06, -0.17], [-0.21, -0.07, -0.11], [0.01, 0.01, -0.05], [-0.01, 0.00, 0.06], [0.04, -0.02, 0.01], [0.01, 0.01, -0.02], [-0.01, 0.01, -0.01], [0.01, -0.01, -0.02], [0.03, -0.05, -0.08], [-1.26, -0.45, -1.37], [-0.08, -0.26, 0.05], [0.03, -0.01, 0.07], [-0.05, 0.09, 0.07], [0.14, -0.14, -0.04], [-0.03, 0.19, 0.03], [-0.01, 0.01, -0.06], [-0.03, 0.07, -0.07], [0.00, -0.02, -0.02], [0.00, 0.00, -0.05], [-0.02, 0.00, 0.06], [-0.03, 0.08, -0.01], [-0.03, 0.01, -0.10], [0.00, -0.04, -0.09]],
  "lowdin_charge": [1.41, -0.68, 0.98, -0.37, -0.03, 0.00, 0.01, -0.03, -0.32, 0.97, -0.38, -0.15, -0.07, -0.04, -0.03, -0.10, -0.43, -0.15, -0.03, -0.02, -0.04, -0.11, -0.35, -0.02, 0.00, 0.01, -0.04, -0.36, 1.04, -0.33, -0.14, -0.04, -0.02, -0.03, -0.05, -0.39, -0.16, -0.06, -0.02, -0.03, -0.10, 0.12, 0.14, 0.14, 0.12, 0.08, 0.13, 0.13, 0.13, 0.09, 0.03, 0.13, 0.13, 0.12, 0.08, 0.11, 0.14, 0.14, 0.12, 0.00, 0.12, 0.13, 0.13, 0.11, 0.02, 0.12, 0.13, 0.13, 0.12, 0.40, 0.41, -0.11, -0.47, -0.11, 1.50, -0.51, -0.09, -0.15, -0.54, -0.12, -0.16, 0.11, 0.07, 0.08, 0.07, 0.09, 0.04, 0.11, 0.07, 0.06, 0.08, 0.10, 0.05, 0.12, 0.03, 0.01, 0.07, 0.07, 0.10, 0.08, 0.11, 0.00, -0.82, 0.97, -0.28, -0.19, -0.19, -0.29, 0.11, 0.05, 0.14, 0.12, 0.13, 0.14, 0.09, 0.11]
}